Density functional theory data (the ωB97M-V functional and the def2-TZVPD basis) for a 18-piece molecular cluster, C36H117N9O18 overall.

Geometry as XYZ:
```
180
Properties=species:S:1:pos:R:3:forces:R:3
O 2.718 -5.842 -0.687 0.26 0.29 -0.18
H 1.946 -6.156 -1.167 0.08 0.01 0.01
H 3.081 -5.110 -1.242 -0.41 -0.28 0.24
O -1.768 3.555 -2.765 -0.32 -0.19 -0.43
H -1.790 2.971 -3.564 0.22 0.01 0.66
H -2.083 2.991 -2.049 0.14 0.01 -0.06
O 1.645 -2.746 4.663 0.02 0.38 -0.71
H 1.083 -2.477 5.395 0.10 -0.04 0.06
H 1.550 -2.025 4.002 -0.27 -0.28 0.58
O 1.763 1.265 -2.296 0.32 -0.16 0.07
H 1.380 0.824 -3.063 -0.01 -0.03 0.10
H 2.600 0.786 -2.123 -0.35 0.31 -0.19
O -0.004 -0.743 -3.457 0.04 -0.43 0.39
H -0.216 -0.721 -2.493 -0.18 0.25 -0.48
H -0.137 -1.658 -3.729 0.04 0.12 -0.02
O 4.217 -3.712 4.135 -0.24 0.11 -0.39
H 3.291 -3.411 4.044 0.45 -0.29 0.44
H 4.235 -4.585 3.726 0.00 0.10 0.05
O 3.774 -0.105 -1.056 -0.40 -0.83 0.46
H 3.001 -0.224 -0.439 0.85 0.36 -0.07
H 4.425 -0.788 -0.787 -0.18 0.55 -0.02
O 0.440 -0.409 3.636 0.11 0.53 0.33
H 0.941 0.351 4.055 -0.16 -0.79 -0.31
H -0.279 -0.626 4.242 0.01 0.14 -0.17
O -4.568 -2.453 0.913 0.00 0.39 0.04
H -4.330 -2.153 1.798 -0.03 -0.09 -0.08
H -5.086 -1.719 0.532 -0.11 -0.41 0.00
C -3.438 0.346 -4.878 -0.26 -0.60 0.24
C -2.396 1.045 -5.743 -0.44 0.51 0.73
C -3.055 2.240 -6.428 1.05 -0.46 0.10
O -4.127 1.773 -7.201 -0.16 -0.11 0.23
C -4.459 2.643 -8.243 -0.33 0.45 -0.04
N -1.367 1.541 -4.792 0.65 -0.14 -1.14
H -3.575 0.918 -3.957 0.09 0.12 -0.04
H -3.115 -0.654 -4.574 0.08 0.05 -0.02
H -4.428 0.244 -5.324 0.21 0.01 -0.33
H -1.958 0.393 -6.503 -0.18 -0.12 -0.01
H -2.312 2.711 -7.089 -0.05 0.17 0.11
H -3.316 2.942 -5.623 -0.41 0.16 -0.31
H -4.717 3.638 -7.859 0.09 0.05 -0.04
H -5.345 2.257 -8.741 0.05 -0.15 -0.08
H -3.638 2.741 -8.959 0.01 0.00 -0.06
H -0.718 2.156 -5.295 -0.20 -0.09 0.05
H -0.779 0.729 -4.563 -0.36 0.40 0.46
C 8.903 0.629 -0.877 -0.38 0.85 -0.03
C 7.440 0.199 -0.908 -0.38 0.39 -0.24
C 7.189 -0.853 0.162 0.25 -0.54 -0.47
O 5.927 -1.491 -0.008 0.20 0.44 0.22
C 5.817 -2.658 0.781 -0.30 -0.44 -0.36
N 6.593 1.418 -0.808 -0.35 -0.90 1.26
H 9.598 -0.186 -0.700 0.08 0.02 0.05
H 8.984 1.419 -0.121 0.29 -0.38 0.30
H 9.163 1.169 -1.789 -0.02 -0.32 -0.17
H 7.207 -0.258 -1.876 0.03 -0.05 0.08
H 7.297 -0.442 1.176 -0.09 0.02 -0.01
H 7.947 -1.641 0.024 0.07 0.12 0.22
H 5.774 -2.459 1.853 0.12 0.13 0.07
H 6.640 -3.341 0.543 0.04 0.02 0.19
H 4.891 -3.155 0.487 -0.03 0.03 0.06
H 5.616 1.102 -0.774 0.12 0.14 -0.62
H 6.678 1.707 0.179 0.33 0.34 -0.45
C -1.884 2.143 2.250 -0.37 0.37 -0.20
C -2.818 3.205 2.813 0.24 -0.31 0.70
C -3.939 3.527 1.855 0.17 0.21 0.47
O -3.494 4.339 0.805 0.17 0.26 -0.43
C -4.448 4.405 -0.233 0.39 -1.24 -0.66
N -3.441 2.653 4.050 0.05 0.96 0.35
H -1.109 1.871 2.962 0.15 -0.01 0.02
H -1.438 2.512 1.324 0.12 -0.18 0.01
H -2.490 1.258 2.046 0.15 -0.08 -0.06
H -2.261 4.115 3.070 0.00 0.09 -0.34
H -4.695 4.103 2.405 -0.33 -0.33 -0.01
H -4.323 2.562 1.502 -0.42 0.17 -0.11
H -4.534 3.390 -0.668 -0.39 0.11 0.20
H -4.050 4.974 -1.069 -0.13 0.48 0.28
H -5.439 4.739 0.090 0.14 0.20 0.06
H -2.776 2.835 4.805 0.04 -0.52 -0.15
H -4.183 3.305 4.326 -0.07 -0.33 -0.23
C -6.932 0.706 -2.046 -0.25 0.45 -0.08
C -6.581 0.709 -0.561 -0.91 -1.35 -0.50
C -7.309 1.784 0.214 0.94 0.75 0.01
O -6.850 1.750 1.556 0.40 0.10 -0.30
C -7.297 2.856 2.296 -0.40 -0.05 0.29
N -6.889 -0.632 -0.009 0.72 0.38 0.12
H -8.008 0.684 -2.246 -0.01 0.05 0.18
H -6.506 -0.158 -2.551 0.18 0.00 0.10
H -6.526 1.616 -2.496 -0.09 -0.09 -0.17
H -5.498 0.863 -0.576 -0.02 0.11 0.73
H -8.401 1.685 0.226 0.00 -0.16 -0.41
H -7.016 2.746 -0.245 -0.37 0.03 0.17
H -6.784 2.844 3.254 -0.08 -0.12 0.09
H -8.381 2.774 2.444 0.02 0.15 0.15
H -7.091 3.826 1.829 0.09 -0.14 -0.26
H -6.864 -0.583 1.006 -0.16 0.01 -0.06
H -7.829 -0.901 -0.276 0.02 -0.06 -0.01
C 1.445 -2.558 0.939 0.10 -0.83 -0.71
C 1.007 -1.429 0.028 -1.77 0.31 0.42
C -0.534 -1.499 0.000 0.31 0.75 0.58
O -1.064 -0.500 -0.870 0.19 -0.60 -0.03
C -2.464 -0.648 -0.936 -0.79 1.44 -0.58
N 1.444 -0.159 0.628 -0.14 -0.11 -0.38
H 1.241 -3.514 0.445 0.20 -0.02 0.11
H 0.852 -2.570 1.854 0.05 0.23 0.12
H 2.503 -2.531 1.195 0.04 0.13 -0.03
H 1.259 -1.521 -1.030 0.88 0.04 0.14
H -0.851 -1.240 1.022 -0.25 -0.30 -0.01
H -0.927 -2.485 -0.272 0.10 -0.07 -0.04
H -2.951 -0.391 0.011 0.23 -0.73 0.26
H -2.773 -1.605 -1.359 -0.01 -0.20 0.41
H -2.875 0.134 -1.589 0.45 -0.14 -0.29
H 0.984 -0.140 1.540 0.40 0.23 0.01
H 1.107 0.650 0.105 -0.10 -0.22 -0.16
C 3.590 -2.200 -4.430 1.08 0.86 0.27
C 4.002 -3.364 -3.511 -1.48 0.53 -1.01
C 5.374 -3.135 -2.958 0.26 -0.27 0.98
O 6.312 -3.115 -3.996 0.06 -0.06 -0.31
C 7.593 -2.714 -3.568 -0.20 0.55 0.37
N 3.046 -3.500 -2.387 0.67 -0.09 -0.06
H 4.395 -1.987 -5.143 -0.23 -0.32 -0.16
H 3.546 -1.269 -3.847 -0.32 -0.17 0.09
H 2.654 -2.334 -4.969 -0.07 -0.22 0.10
H 3.950 -4.235 -4.172 0.26 -0.38 0.57
H 5.662 -3.898 -2.215 -0.24 -0.25 -0.22
H 5.359 -2.217 -2.347 0.10 0.25 -0.46
H 7.655 -2.767 -2.475 0.21 -0.18 -0.04
H 7.750 -1.664 -3.836 0.15 -0.04 -0.08
H 8.364 -3.333 -4.017 -0.02 -0.09 -0.09
H 3.056 -2.604 -1.897 -0.17 -0.12 0.02
H 2.106 -3.621 -2.747 0.02 0.08 -0.05
C 4.286 0.334 2.820 -0.46 0.76 0.21
C 4.607 1.093 4.124 0.49 -1.89 -0.56
C 3.467 0.890 5.103 -0.55 0.51 0.51
O 2.182 1.316 4.625 0.02 0.11 -0.05
C 2.026 2.713 4.509 -0.01 0.36 -0.69
N 5.788 0.496 4.774 0.54 0.28 0.04
H 5.132 0.315 2.134 0.01 0.13 -0.05
H 3.422 0.797 2.334 0.13 -0.20 -0.24
H 4.022 -0.701 3.056 0.02 -0.02 0.05
H 4.844 2.137 3.931 -0.19 0.13 0.08
H 3.680 1.398 6.053 0.02 -0.02 -0.13
H 3.324 -0.171 5.321 0.25 -0.01 -0.11
H 1.064 2.936 4.040 -0.19 -0.31 0.38
H 2.724 3.141 3.780 0.32 -0.02 0.41
H 2.094 3.202 5.482 0.11 0.07 -0.01
H 6.624 0.748 4.254 -0.08 0.21 0.14
H 5.786 -0.520 4.715 -0.44 0.03 0.08
C -0.781 7.410 0.628 1.52 0.55 -0.04
C -0.447 6.381 -0.449 -1.72 0.75 0.38
C -0.038 5.070 0.166 -0.04 -1.16 -1.10
O 1.234 5.129 0.762 -0.20 0.46 0.44
C 1.765 3.862 1.029 0.16 -0.09 -0.13
N -1.682 6.207 -1.252 0.91 -0.09 -0.29
H 0.130 7.594 1.217 -0.27 -0.26 0.23
H -1.586 7.093 1.288 -0.12 -0.05 -0.07
H -0.975 8.386 0.182 -0.48 -0.14 -0.09
H 0.312 6.792 -1.113 0.23 -0.20 0.05
H -0.031 4.310 -0.639 0.25 0.16 -0.04
H -0.844 4.690 0.816 0.27 0.38 0.47
H 2.021 3.350 0.095 -0.07 -0.15 0.01
H 1.066 3.242 1.606 0.02 -0.03 -0.01
H 2.679 4.009 1.605 0.00 -0.04 0.02
H -2.429 5.883 -0.652 0.16 -0.05 0.12
H -1.493 5.478 -1.939 -0.41 0.08 0.05
C -5.059 -7.260 1.949 -0.82 0.00 -0.14
C -3.689 -7.229 2.580 0.00 -1.08 0.17
C -3.281 -5.890 3.150 -0.03 0.00 0.25
O -2.713 -5.086 2.146 -0.47 0.20 -0.04
C -1.951 -4.025 2.674 0.41 -0.29 -0.24
N -3.654 -8.219 3.689 0.23 -0.31 -0.36
H -5.879 -7.061 2.650 0.33 0.35 0.20
H -5.323 -8.256 1.577 0.40 0.03 -0.24
H -5.135 -6.549 1.126 0.01 -0.01 0.01
H -2.974 -7.526 1.804 0.11 0.30 0.00
H -2.565 -6.060 3.965 0.07 -0.02 -0.09
H -4.161 -5.404 3.596 0.06 0.07 0.00
H -1.943 -3.214 1.947 0.04 -0.02 -0.06
H -0.936 -4.413 2.816 0.12 0.40 0.21
H -2.327 -3.635 3.627 -0.15 -0.12 -0.01
H -4.169 -9.047 3.395 -0.19 0.19 0.08
H -2.702 -8.580 3.760 -0.07 0.30 0.25
```
Forces are in eV/Å.

Results
orbital gap	8.7190	eV
relative energy (zero: lowest compared OMol25 entry of this formula, charge and spin)	1.196	eV
E_LUMO	0.134	eV
E_HOMO	-8.6	eV
DFT total energy	-3288.79707	Eh

These are the Löwdin partial charges, in e, on atoms 1 to 99:
1. O -0.11
2. H 0.02
3. H -0.01
4. O -0.09
5. H 0.00
6. H 0.02
7. O -0.07
8. H 0.05
9. H 0.01
10. O -0.07
11. H 0.00
12. H 0.00
13. O -0.07
14. H 0.03
15. H 0.06
16. O -0.08
17. H -0.01
18. H 0.03
19. O -0.10
20. H 0.02
21. H 0.02
22. O -0.09
23. H 0.04
24. H 0.06
25. O -0.07
26. H 0.03
27. H -0.01
28. C -0.06
29. C -0.40
30. C -0.22
31. O -0.18
32. C -0.12
33. N 0.03
34. H 0.06
35. H 0.07
36. H 0.07
37. H 0.14
38. H 0.13
39. H 0.13
40. H 0.09
41. H 0.09
42. H 0.09
43. H 0.10
44. H 0.05
45. C -0.06
46. C -0.43
47. C -0.20
48. O -0.26
49. C -0.09
50. N 0.05
51. H 0.07
52. H 0.08
53. H 0.08
54. H 0.12
55. H 0.13
56. H 0.12
57. H 0.08
58. H 0.09
59. H 0.08
60. H 0.04
61. H 0.07
62. C -0.05
63. C -0.42
64. C -0.23
65. O -0.19
66. C -0.09
67. N 0.03
68. H 0.05
69. H 0.07
70. H 0.08
71. H 0.14
72. H 0.12
73. H 0.12
74. H 0.09
75. H 0.08
76. H 0.09
77. H 0.07
78. H 0.06
79. C -0.06
80. C -0.42
81. C -0.21
82. O -0.20
83. C -0.12
84. N 0.04
85. H 0.08
86. H 0.08
87. H 0.08
88. H 0.12
89. H 0.14
90. H 0.12
91. H 0.09
92. H 0.09
93. H 0.08
94. H 0.07
95. H 0.08
96. C -0.04
97. C -0.41
98. C -0.19
99. O -0.21